Below is 2 unconnected molecules or ions with the total composition C6H11N2O2S at a distorted geometry, with properties calculated with wB97M-V/def2-TZVPD.

```
22
Properties=species:S:1:pos:R:3
S 1.784 -0.369 -0.237
O 0.261 -0.355 0.604
O 2.545 0.818 -0.199
N 0.657 -0.518 -1.514
N -1.801 -2.042 0.302
C -1.292 2.484 1.315
C -0.386 2.569 -1.111
C -0.335 -0.533 -0.673
C -0.688 2.657 0.168
C -1.694 -1.077 -0.743
C 2.740 -1.774 0.572
H -2.072 -1.503 -1.710
H 3.676 -1.603 0.119
H -1.587 -1.800 1.261
H -1.935 3.192 1.886
H 2.531 -1.504 1.582
H -1.140 -2.828 0.123
H 0.648 3.030 -1.213
H -0.970 1.532 1.777
H -0.938 2.652 -2.022
H 2.425 -2.783 0.277
H -2.429 -0.244 -0.566
```

Output
Energy above the lowest of the compared OMol25 structures with the same formula, charge and spin   5.494 eV
Lowest unoccupied orbital energy   -5.121 eV
Total energy   -892.9126 Eh
Charge   +1
Maximum force   4.4 eV/Å
HOMO level   -12.7 eV
Orbital gap   7.59 eV

---

Below is 2 unconnected molecules or ions with the total composition C3H12N2OS at a distorted geometry, with properties calculated with wB97M-V/def2-TZVPD.

```
19
Properties=species:S:1:pos:R:3
S 2.427 0.382 1.879
O -3.043 -0.807 0.599
N -0.992 1.811 -0.592
N 0.387 -0.868 -1.460
C 0.441 1.345 -0.410
C 1.903 -0.546 0.376
C 0.529 -0.157 -0.218
H 0.847 -1.724 -1.702
H 2.702 -0.393 -0.329
H -0.209 -0.514 0.517
H -0.532 -0.783 -1.856
H 1.636 -0.258 2.739
H -2.715 -1.592 1.054
H -1.417 2.055 0.297
H -1.528 1.048 -0.993
H 0.928 1.869 0.396
H 0.766 1.607 -1.413
H 1.835 -1.557 0.770
H -3.965 -0.920 0.345
```

Output
Energy above the lowest of the compared OMol25 structures with the same formula, charge and spin   0.887 eV
Lowest unoccupied orbital energy   0.484 eV
Total energy   -704.4056 Eh
SMILES string   NC[C@@H](N)CS.O
Charge   0
Maximum force   2.9 eV/Å
HOMO level   -8.7 eV
Orbital gap   9.20 eV

---

Below is a molecular structure, C32H84F3MnN7O11S at a distorted geometry, with properties calculated with wB97M-V/def2-TZVPD.

```
139
Properties=species:S:1:pos:R:3
Mn -5.170 -6.701 -7.633
S -3.709 -3.743 -8.781
F -1.820 -2.031 -7.935
F -1.862 -3.914 -6.843
F -3.418 -2.471 -6.513
O -5.086 -0.769 -2.700
O -6.075 -8.518 -6.945
O -8.355 -4.644 0.821
O -4.152 -4.965 -8.060
O -2.836 -4.029 -9.898
O -8.504 0.488 -5.610
O -11.365 -7.988 -2.786
O -12.366 -3.115 -3.308
O -6.648 -5.704 -6.528
O -4.810 -2.841 -9.032
O -10.025 -2.094 -8.116
N -13.123 -7.122 -5.912
N -14.729 -0.385 -4.209
N -6.360 -0.193 -0.234
N -7.991 -4.044 -8.770
N -7.457 -0.621 -7.995
N -4.213 -7.009 -5.576
N -7.785 -2.282 -1.936
C -6.326 -4.027 -0.947
C -14.036 -7.554 -3.666
C -5.931 -8.716 -5.522
C -5.784 -4.283 -4.755
C -8.124 -5.204 -4.669
C -11.580 -7.769 -4.174
C -10.542 -7.057 -2.135
C -10.308 -3.478 -8.237
C -4.485 -8.435 -5.186
C -7.257 -9.110 -7.459
C -6.165 2.240 -0.712
C -8.602 -3.552 -0.024
C -6.123 0.812 -1.294
C -12.738 -1.841 -3.721
C -5.557 0.611 -7.106
C -9.343 0.328 -4.485
C -7.755 -3.607 -1.288
C -14.271 -1.709 -3.822
C -14.715 -2.746 -4.882
C -4.917 0.519 -2.181
C -10.874 -1.424 -7.201
C -9.206 -4.812 1.921
C -7.355 -0.372 -5.496
C -6.989 -4.746 -5.582
C -11.056 -3.306 -2.862
C -2.602 -2.963 -7.439
C -4.120 -8.682 -3.729
C -12.844 -7.012 -4.478
C -6.595 -0.479 -6.832
C -4.079 -1.197 -3.583
C -9.396 -4.206 -9.209
C -9.866 -5.668 -9.209
H -13.829 -6.449 -6.178
H -3.885 -9.149 -5.755
H -10.681 -7.312 -4.604
H -10.850 -6.937 -1.094
H -7.545 -1.533 -1.277
H -4.975 0.814 -6.202
H -4.969 -6.450 -5.176
H -8.662 -5.334 2.705
H -8.397 -0.809 -7.655
H -11.363 -3.574 -8.546
H -8.156 -8.724 -6.973
H -9.613 -3.858 2.266
H -14.973 -7.208 -4.093
H -5.588 -5.015 -3.962
H -6.595 -8.072 -4.939
H -7.601 0.318 -8.366
H -10.071 -5.443 1.682
H -5.713 -3.972 -1.855
H -11.684 -8.778 -4.585
H -14.304 0.301 -3.586
H -9.512 -7.432 -2.116
H -10.846 -2.549 -2.092
H -13.920 -7.191 -2.643
H -12.699 -5.948 -4.248
H -13.997 -8.639 -3.578
H -8.050 -4.267 -7.775
H -7.796 -1.367 -5.328
H -10.282 -3.229 -3.634
H -9.657 -3.575 -0.340
H -10.407 -1.452 -6.217
H -6.018 -1.393 -6.631
H -10.944 -0.385 -7.528
H -9.540 -0.733 -4.301
H -4.876 0.361 -7.915
H -8.973 -5.669 -5.168
H -4.452 -9.677 -3.421
H -4.041 0.536 -1.517
H -7.008 0.749 -1.939
H -3.404 -6.732 -5.026
H -6.059 1.560 -7.319
H -8.040 -4.309 -2.075
H -6.029 3.001 -1.483
H -4.586 -7.999 -3.016
H -12.259 -1.431 -4.616
H -7.109 2.469 -0.223
H -7.029 -2.241 -2.613
H -6.839 -0.013 -4.596
H -15.785 -2.834 -5.070
H -7.440 -8.857 -8.505
H -14.836 -2.022 -2.943
H -9.474 -6.135 -10.118
H -12.310 -6.990 -6.498
H -7.334 -3.843 -6.111
H -5.870 0.086 0.619
H -8.482 -4.427 -3.986
H -5.774 -3.357 -0.283
H -9.467 -3.870 -10.245
H -10.405 -3.925 -7.235
H -5.741 -0.959 -0.519
H -10.289 0.835 -4.675
H -7.515 -4.876 -9.122
H -6.370 -5.058 -0.593
H -5.975 -3.319 -4.279
H -7.168 -10.195 -7.385
H -10.586 -6.062 -2.589
H -14.310 -3.716 -4.592
H -11.902 -1.794 -7.263
H -3.105 -1.023 -3.099
H -5.322 2.332 -0.023
H -7.722 -5.956 -3.971
H -4.016 -0.574 -4.480
H -4.929 -4.176 -5.422
H -12.539 -1.105 -2.922
H -10.932 -4.266 -2.360
H -14.279 -2.541 -5.868
H -6.236 -9.750 -5.345
H -4.926 1.272 -2.975
H -8.509 -2.598 0.509
H -4.113 -2.249 -3.840
H -8.886 0.782 -3.599
H -14.323 -0.176 -5.121
H -10.933 -5.828 -9.076
H -9.261 -6.172 -8.443
H -3.035 -8.643 -3.640
```

Output
Energy above the lowest of the compared OMol25 structures with the same formula, charge and spin   3.352 eV
Lowest unoccupied orbital energy (spin up / spin down)   -0.655 / -1.116 eV
2S+1   6
Total energy   -4329.1847 Eh
⟨S²⟩   8.75
Charge   0
Maximum force   3.0 eV/Å
HOMO level (spin up / spin down)   -8.2 / -8.2 eV
Orbital gap (spin up / spin down)   7.56 / 7.10 eV

---

Below is 7 unconnected molecules or ions with the total composition C43H70BrFINO23P at a distorted geometry, with properties calculated with wB97M-V/def2-TZVPD.

```
141
Properties=species:S:1:pos:R:3
I 1.601 7.579 2.569
Br -1.285 0.606 -0.633
P 5.000 0.524 1.230
F -1.043 -0.325 1.961
O -4.312 -1.726 -2.809
O 4.255 -4.204 5.485
O -9.716 0.774 -4.440
O -2.153 3.716 -0.361
O -2.789 -4.319 0.923
O -10.346 2.902 -4.339
O -9.514 -1.737 -6.877
O -4.412 -5.693 0.184
O 3.150 -2.295 5.036
O -8.933 -0.270 -8.441
O 2.678 1.616 0.188
O -11.880 1.303 -4.723
O 4.682 0.363 -4.283
O 3.143 -7.795 8.213
O 0.088 2.542 0.845
O -7.336 -1.340 -7.267
O -0.800 4.397 -2.043
O 2.374 -9.790 7.509
O -4.100 0.497 -2.465
O 2.417 -3.703 6.631
O -6.076 -0.390 -3.074
O 1.034 -8.018 7.466
O -4.668 -3.459 0.104
N 3.464 1.799 -2.948
C -8.499 1.545 -4.435
C 3.263 -3.298 5.658
C 0.339 -9.047 6.750
C 1.585 0.812 -0.233
C 2.720 2.751 -3.809
C 5.888 4.768 0.814
C -6.473 -1.671 -3.588
C -8.481 -1.139 -7.505
C 6.407 -1.228 -0.428
C 3.256 1.207 1.426
C 2.644 0.609 -2.682
C 2.733 -5.060 6.974
C -10.725 -1.070 -7.256
C 1.420 0.737 -1.780
C 3.329 4.138 -3.808
C 3.269 2.397 2.418
C -1.076 3.901 -0.917
C 4.604 3.956 0.878
C 5.067 -0.510 -0.290
C 4.183 -5.165 6.548
C -5.443 -2.594 -2.966
C -3.959 -2.351 0.689
C -2.556 -2.903 0.794
C 0.403 4.875 0.762
C -10.755 1.632 -4.515
C 0.112 1.309 3.068
C -4.753 -0.444 -2.753
C 4.627 1.389 -3.645
C 0.926 6.057 -0.010
C 3.248 1.916 3.870
C -3.993 -4.598 0.387
C 0.201 3.623 -0.097
C 5.837 2.264 -3.527
C 0.640 7.374 0.667
C 2.270 -8.470 7.774
C 1.067 -10.297 7.209
C -10.346 -0.457 -8.590
C 0.134 0.431 1.854
C -8.974 2.881 -3.905
C 5.380 -2.059 2.478
C 0.238 1.236 0.484
C 5.135 -0.573 2.718
C 4.407 3.390 2.264
H 5.007 0.206 -1.090
H 2.723 2.628 4.495
H 0.912 -0.203 -1.932
H 2.250 0.271 -3.641
H -10.527 -1.130 -9.430
H 4.220 -0.493 3.293
H 4.458 -6.150 6.187
H 4.025 4.269 -4.631
H 0.922 -0.311 1.896
H 5.913 -0.160 3.344
H -5.183 -3.438 -3.598
H 3.883 4.302 -2.898
H -5.743 -2.961 -1.984
H 4.163 4.239 2.904
H 0.947 1.988 3.108
H -8.433 3.727 -4.317
H -10.959 -0.318 -6.503
H 4.872 -4.869 7.340
H 0.404 6.101 -0.961
H 2.340 2.918 2.220
H 2.660 0.438 1.916
H 6.685 1.611 -3.384
H -0.422 7.476 0.831
H -7.749 1.075 -3.809
H -11.544 -1.780 -7.319
H -0.807 1.877 3.057
H 1.802 -0.210 0.068
H 7.197 -0.675 0.066
H 2.564 4.894 -3.911
H 4.781 -2.457 1.671
H 0.115 0.681 3.951
H 3.752 4.580 0.662
H 3.259 -0.201 -2.326
H 1.982 5.988 -0.207
H -0.716 -9.038 7.007
H 5.200 -2.589 3.402
H 6.425 -2.225 2.244
H 6.637 -1.358 -1.477
H 0.639 -10.720 8.119
H -0.593 5.154 1.103
H 4.252 1.801 4.259
H 4.645 3.161 0.148
H -1.972 -2.719 -0.108
H -10.835 0.494 -8.782
H -6.414 -1.646 -4.678
H -4.398 -2.130 1.663
H 2.584 -5.235 8.033
H 2.747 0.960 3.985
H 4.245 -1.217 -0.358
H -8.118 1.613 -5.456
H 5.892 5.427 -0.049
H 1.128 -11.068 6.447
H 2.746 2.386 -4.839
H 1.030 3.524 -0.784
H 5.955 2.838 -4.439
H 5.736 2.960 -2.713
H 0.450 -8.866 5.680
H 0.801 1.546 -2.135
H 6.001 5.379 1.702
H -2.011 -2.526 1.652
H 6.352 -2.221 -0.008
H 1.679 2.797 -3.525
H -8.947 2.935 -2.817
H -7.493 -1.897 -3.290
H 0.973 4.654 1.658
H 6.726 4.088 0.718
H -4.024 -1.470 0.056
H 0.964 8.207 0.063
H 2.081 -5.725 6.407
H 5.339 2.996 2.658
```

Output
Lowest unoccupied orbital energy   1.325 eV
Total energy   -6778.7862 Eh
Charge   -1
Maximum force   1.4 eV/Å
HOMO level   -4.8 eV
Orbital gap   6.12 eV

---

Below is a molecular structure, C43H50BN12O5PrS at a distorted geometry, with properties calculated with wB97M-V/def2-TZVPD.

```
113
Properties=species:S:1:pos:R:3
Pr -0.532 0.988 -0.457
S 2.483 -0.091 -0.414
O -1.106 2.725 -2.069
O 2.702 -1.244 -1.278
O -0.346 3.135 0.603
O 1.090 7.483 1.720
O 1.286 -0.298 0.484
N 6.993 0.235 3.583
N -1.035 0.606 2.121
N 4.152 1.918 -1.842
N -0.267 -7.192 -2.290
N -0.334 -7.291 1.457
N -2.991 -1.569 -1.144
N -0.800 -0.079 -2.756
N -2.934 1.808 0.373
N -1.846 -0.837 -3.299
N -1.955 -1.232 -0.247
N 2.004 1.288 -1.092
N 2.166 2.665 -2.911
C 4.900 2.623 -2.699
C 4.314 3.349 -3.752
C -3.397 -2.752 0.729
C -0.198 0.030 2.982
C -3.162 2.591 4.486
C -0.281 0.170 4.396
C 0.744 -6.421 -3.069
C -3.787 -2.502 -0.610
C -0.879 -7.024 0.133
C -2.072 1.307 2.626
C 4.228 1.214 1.362
C -0.592 4.887 -1.113
C 0.511 6.587 0.897
C 2.825 1.978 -1.979
C 0.110 0.083 -3.754
C -0.237 4.353 0.273
C -0.844 3.968 -2.207
C -0.307 6.254 -1.344
C -0.366 -0.538 -4.916
C -2.219 1.576 4.021
C -1.282 -6.910 2.544
C 0.118 -7.429 -0.900
C 1.037 -7.020 1.748
C -1.700 -7.263 -2.696
C -1.636 -1.104 -4.561
C 0.342 5.264 1.210
C -3.926 2.978 2.214
C -4.865 3.165 -0.021
C -4.863 3.476 1.313
C -0.741 4.459 -3.595
C -3.886 2.296 -0.434
C 5.209 1.333 2.323
C 5.429 -0.996 2.227
C -1.243 1.041 4.905
C 5.872 0.234 2.767
C 2.903 3.354 -3.781
C 0.429 7.907 2.890
C 3.813 0.018 0.821
C -2.280 -1.876 0.889
C 0.158 7.101 -0.390
C 4.395 -1.166 1.374
C -3.971 3.276 3.636
C -2.964 1.995 1.718
B -3.156 -0.979 -2.567
H 5.581 2.341 2.654
H 0.120 5.194 -3.619
H -3.884 -1.735 -3.051
H -1.656 -1.890 1.744
H -2.232 -6.428 -2.192
H 1.744 -7.578 1.191
H -1.229 1.318 5.913
H 7.227 -0.673 3.995
H 4.076 -2.197 1.128
H -0.425 7.281 3.056
H -5.549 3.449 -0.807
H 6.006 2.568 -2.578
H 0.253 -6.179 -4.034
H -3.803 0.057 -2.632
H -4.474 -3.021 -1.313
H 5.751 -1.924 2.645
H 0.422 -0.361 4.939
H 2.345 4.085 -4.431
H 1.222 -5.566 -2.512
H 1.369 -5.979 1.684
H 0.476 -0.754 2.614
H -3.851 1.893 -1.505
H 1.062 7.991 3.789
H 4.879 3.640 -4.604
H -3.802 -3.414 1.513
H 0.774 4.754 2.038
H 0.261 8.139 -0.525
H 0.173 -0.675 -5.813
H -3.263 2.653 5.594
H -1.744 -7.643 0.127
H 1.503 -7.202 -3.269
H 1.282 -7.358 2.808
H -2.231 -7.137 2.112
H -1.888 -7.177 -3.748
H -1.257 -5.982 -0.072
H 0.966 0.674 -3.644
H -2.398 -1.587 -5.178
H -5.658 4.023 1.813
H 0.008 8.944 2.707
H 0.450 -8.469 -0.738
H -2.016 -8.220 -2.360
H -1.304 -5.812 2.805
H -1.642 4.964 -3.974
H 1.015 -6.784 -0.826
H -0.621 6.655 -2.330
H 3.781 2.143 0.894
H -1.050 -7.584 3.409
H -0.586 3.635 -4.311
H -4.659 4.039 4.056
H 7.265 0.981 4.199
```

Output
Energy above the lowest of the compared OMol25 structures with the same formula, charge and spin   0.000 eV
Lowest unoccupied orbital energy (spin up / spin down)   -0.566 / -0.563 eV
2S+1   3
Total energy   -3641.9496 Eh
⟨S²⟩   2.00
Charge   0
Maximum force   3.3 eV/Å
HOMO level (spin up / spin down)   -7.2 / -7.2 eV
Orbital gap (spin up / spin down)   6.63 / 6.64 eV